126
Properties=species:S:1:pos:R:3:forces:R:3:mulliken_charge:R:1 method="wB97M-V/def2-TZVPD" homo_ev=-9.99 fmax_ev_per_a=6.39 lumo_ha=-0.0769 charge=+1
Ba 0.487670 -0.882441 -2.243851 -0.1149 -0.5732 1.2673 -1.5341
Cl 0.144835 0.122850 1.200937 -3.0374 -5.4183 -1.4808 1.7343
O 0.551665 0.890121 0.072148 0.8449 2.1460 -0.6824 -0.2429
O 1.156580 -0.253825 2.074811 2.3974 2.1755 2.6398 -0.6554
O -1.093069 0.572280 1.767016 0.7708 1.5585 0.5238 -0.6447
O -0.178613 -1.207394 0.644834 -0.8644 -0.3409 -1.7350 -0.6071
C 0.209769 5.179334 -1.205210 -0.1771 -0.2948 -0.5925 -0.8226
O -0.107711 3.841451 -1.584186 -0.7379 0.2082 0.2309 -0.4209
C -1.418468 3.647083 -2.145699 0.6279 0.3203 -0.4956 -1.2218
C -1.493118 2.115225 -2.502345 -1.6478 2.0570 1.6716 -0.1505
N -0.174265 1.745852 -2.891145 0.5426 0.0274 -1.1124 1.2614
C 0.073337 1.937365 -4.337871 0.2536 -0.7751 1.2827 -0.8403
C 1.508502 1.501463 -4.634576 -1.3151 -0.4869 0.0234 -0.6142
O 1.620940 0.080274 -4.480134 -1.1945 0.1966 -0.7610 0.5459
C 2.792762 -0.496333 -4.986961 0.5683 -0.1196 0.4123 -0.8133
H -0.484932 5.586686 -0.470674 -0.0173 -0.2483 0.1719 0.2070
H 0.125971 5.804159 -2.094408 0.3131 0.2760 -0.0636 0.3757
H 1.221271 5.148211 -0.800231 -0.2762 0.2346 -0.1421 0.2179
H -1.506769 4.175779 -3.094794 0.1508 0.5534 -0.1165 0.3601
H -2.131623 4.095690 -1.454142 -0.4236 -0.6070 0.0107 0.5775
H -2.246116 1.967176 -3.276411 -0.0682 -0.1923 0.0642 0.4946
H -1.819931 1.703516 -1.547470 0.2576 -0.7633 -0.3254 -0.5015
H 0.268901 2.552896 -2.475971 1.6744 -0.3981 0.6253 0.1123
H 0.025552 2.966799 -4.692956 -0.4117 0.2619 0.1511 0.3654
H -0.725981 1.340131 -4.776631 0.4320 -0.0517 -0.9623 0.2690
H 2.190218 1.900004 -3.883225 0.1167 0.7359 -0.4508 0.3907
H 1.623054 1.882104 -5.649513 1.0644 -0.4734 -0.1848 0.3518
H 2.784399 -1.558699 -4.743209 -0.2125 0.0376 -0.0652 -0.0776
H 3.619851 -0.062825 -4.424735 0.4799 0.0496 -0.4203 0.2872
H 2.887599 -0.394432 -6.068030 0.0726 0.2492 -0.0090 0.3781
C -2.179424 -1.645419 8.425591 1.2073 0.5382 -0.1194 -0.7648
O -2.009478 -1.669401 7.009863 -1.3903 -0.0943 -0.9211 -0.2903
C -1.827729 -0.404859 6.385043 2.1564 0.9114 0.0733 -0.8969
C -1.337608 -0.368674 4.906523 -0.8793 -2.8089 0.4577 -0.3187
N -2.079616 -1.374782 4.068761 -0.7796 2.3816 0.4999 -0.3377
C -3.540141 -0.991863 4.031632 0.6649 -2.1077 1.5994 -0.5233
C -4.247995 -2.102421 3.271264 -0.3811 -0.1012 -0.9853 -0.2790
O -4.289368 -3.422775 3.790242 1.7443 0.0285 1.9553 -0.3467
C -5.348384 -4.226067 3.373471 -0.1625 0.7053 -0.9016 -0.6899
H -1.169836 -1.566979 8.828922 0.1413 0.1291 0.4394 0.2985
H -2.596781 -2.560090 8.846654 -0.1887 -0.1297 -0.7204 0.2599
H -2.743805 -0.800773 8.820758 -0.2618 0.1578 -0.3397 0.3046
H -0.921244 0.007051 6.828577 0.0029 0.5814 0.7258 0.4862
H -2.593601 0.360060 6.513295 -0.6687 -0.4846 0.3519 0.3951
H -0.302036 -0.705395 4.858462 0.1026 0.0939 0.1490 0.4013
H -1.370126 0.627983 4.466366 -0.2830 0.3304 0.3850 0.2968
H -1.702640 -1.093002 3.175118 -0.1974 -0.6100 -0.7710 -0.0039
H -3.783618 0.002533 3.657479 0.1274 0.0364 -0.6174 0.3663
H -3.940011 -1.004341 5.045557 0.2953 0.0123 0.3126 0.3766
H -3.615756 -2.112060 2.383418 -0.5463 -0.3627 -0.9569 -0.1311
H -5.289406 -1.843060 3.080736 -0.0540 0.4698 -0.4566 0.5323
H -6.255166 -3.681698 3.637114 -0.5695 -0.3039 -0.5460 0.3211
H -5.424322 -5.242761 3.759066 0.6995 0.3118 0.9216 0.2514
H -5.192025 -4.414576 2.311348 -0.7449 0.2559 -0.5666 0.2319
C 3.444730 0.931500 -1.473176 0.3874 1.2707 0.4822 -0.8024
O 3.119492 -0.386679 -1.778974 0.5426 -0.5703 0.1631 1.0309
C 4.098144 -1.370087 -1.426172 -0.4872 0.1180 -0.7270 -0.8326
C 3.705466 -2.588741 -2.234559 -0.0616 -2.4434 0.6647 -1.0388
N 2.309123 -3.067225 -2.034553 -0.1171 0.5103 -0.3580 -0.2493
C 2.018715 -3.410784 -0.631269 0.5621 2.0344 -1.3228 -0.4826
C 0.719879 -4.121343 -0.529774 -1.2562 -1.4846 0.3208 -1.3647
O -0.351288 -3.515082 -1.224773 -1.8511 1.1101 -0.6565 0.9466
C -1.642258 -4.169469 -1.013480 0.7568 -0.8323 0.9524 -1.2447
H 3.492793 1.162424 -0.409003 -0.3914 -0.3232 0.2751 0.2657
H 2.681655 1.566415 -1.923406 0.0485 0.0537 0.1279 -0.0311
H 4.429315 1.229765 -1.833341 0.1157 -0.1610 -0.5290 0.3635
H 4.171173 -1.512540 -0.347991 -0.6653 -0.2821 0.1812 0.3564
H 5.121882 -1.076172 -1.657876 0.0043 0.3181 -0.6400 0.4568
H 4.326914 -3.417646 -1.895721 0.6059 -0.0589 0.3079 0.5709
H 3.914151 -2.604827 -3.304276 -0.0697 0.8941 0.0435 0.4069
H 2.111332 -3.916561 -2.544064 0.4229 -0.0027 -0.6763 0.1662
H 1.950447 -2.414038 -0.195446 -0.0137 -0.2677 1.0791 0.4410
H 2.902710 -3.940284 -0.275911 -0.4099 -0.3830 0.8007 0.4973
H 0.414017 -4.208354 0.512817 0.2843 -0.2527 0.1857 0.4678
H 0.755732 -5.095583 -1.017290 0.6529 -0.6225 0.4698 0.4821
H -1.697432 -4.566649 0.000075 0.1972 0.2907 0.3399 0.4882
H -1.815830 -5.072844 -1.598181 0.6443 -0.0194 -0.6873 0.2953
H -2.566229 -3.601546 -1.122349 0.7164 0.9780 -0.2868 0.2650
C 0.380770 7.740270 1.392872 -0.1376 -0.9835 0.5329 -0.7455
O 1.212709 6.547837 1.272306 0.0924 1.4342 0.2494 -0.3707
C 0.754959 5.408809 2.030047 0.4862 0.8319 -0.3365 -0.5926
C 1.775172 4.268382 1.813085 0.9852 1.2014 -0.9626 -0.3582
N 2.867036 4.220501 2.812973 -2.2938 -0.4515 -1.2063 -0.2807
C 2.323257 3.709477 4.033829 1.3991 -0.6197 0.5572 -0.3501
C 3.536740 3.914472 4.932723 -1.7785 -2.0951 1.4112 -0.4971
O 3.118156 3.414182 6.199832 -0.6263 1.1029 -0.2807 -0.2659
C 3.985782 3.734439 7.263567 0.3215 -0.9133 -1.5030 -0.7644
H -0.558096 7.531350 0.880055 -0.1546 0.2781 -0.1305 0.3119
H 0.811520 8.686835 1.066442 0.6550 -0.6480 -0.8813 0.2711
H 0.139416 8.036129 2.413812 -0.0648 -0.7452 0.5140 0.3096
H -0.273650 5.223346 1.720754 -0.1220 -0.5413 0.0178 0.4092
H 0.746631 5.698662 3.080770 -0.1574 -0.1046 0.2212 0.6216
H 2.327268 4.470442 0.895224 -0.3875 0.3195 -0.4091 0.2281
H 1.307005 3.308046 1.597079 0.0235 -0.1819 0.7522 -0.1685
H 3.173658 5.153163 3.050131 0.0134 0.4375 -0.6931 0.2990
H 2.108118 2.644163 3.950623 0.3605 -0.2424 -0.1371 0.1007
H 1.358869 4.089502 4.370913 0.1415 0.8446 0.3064 0.3360
H 3.891565 4.944911 4.952774 -0.0156 0.1741 0.2129 0.3474
H 4.288257 3.232754 4.534507 0.5073 0.3276 -0.0706 0.3280
H 3.395685 3.579582 8.166838 0.6299 0.2863 0.1603 0.2095
H 4.438164 4.708251 7.076091 -0.3215 0.4512 0.7150 0.3065
H 4.796633 3.027675 7.087247 0.5052 -0.1939 1.1524 0.3179
C -3.019085 -0.529855 -1.358620 -1.8347 -0.0451 0.6576 -1.1853
O -2.118504 -0.877789 -2.338362 0.7339 -0.0051 -2.6721 0.8652
C -2.815107 -1.438960 -3.501193 2.7159 -2.5483 0.6793 -0.9922
C -1.769101 -1.936589 -4.593494 -0.3163 0.2787 -0.3969 -0.7905
N -0.550375 -2.749699 -4.171993 -1.2203 0.6023 -0.8736 0.8080
C 0.340786 -3.165288 -5.323705 -0.2944 0.7015 1.1176 -0.6342
C -0.204098 -4.359033 -6.112031 1.1731 0.3185 1.6306 -0.8421
O -0.308013 -5.387080 -5.079309 -0.5041 1.4966 -0.1378 -0.2280
C -1.101500 -6.479883 -5.402139 -0.0167 -1.5200 -1.1613 -0.9264
H -2.680777 0.165210 -0.590156 0.5417 -0.0776 -0.3215 0.1184
H -3.332153 -1.437043 -0.841813 -0.4087 0.0087 0.1368 0.1645
H -3.827827 -0.089565 -1.941874 -0.7079 0.2736 0.8698 0.5228
H -3.667257 -0.904864 -3.921541 0.4331 0.7193 0.0867 0.5408
H -3.205748 -2.387602 -3.132998 -0.5282 -0.0618 0.1801 0.4020
H -1.479727 -1.110422 -5.242962 0.5172 0.2600 0.2502 0.3117
H -2.380113 -2.536110 -5.268273 -0.2881 -0.1606 -0.0487 0.5174
H -0.942010 -3.639069 -3.896784 0.0753 -0.2596 0.8115 -0.0744
H 1.275764 -3.467129 -4.851682 0.1242 0.0149 -0.0477 -0.0578
H 0.520087 -2.244642 -5.879021 0.0776 -0.2793 -0.5215 0.4616
H 0.560156 -4.719096 -6.800782 -0.3217 0.2094 -0.5076 0.5350
H -1.095013 -3.947323 -6.586227 -0.5618 -1.1264 -0.1552 0.3329
H -0.671374 -7.010563 -6.251530 -0.0728 0.1800 -0.6477 0.3619
H -2.139259 -6.246075 -5.639836 -0.0807 0.2240 0.1367 0.3421
H -1.062171 -7.295490 -4.680103 -0.0178 0.6676 0.7878 0.2677